(1)
Density functional theory data (ωB97M-V/def2-TZVPD) for a structure of composition C4H8O2.

The net charge is 0. Its max |F| is 0.57 eV/Å. The gap between HOMO and LUMO is 0.39533 Eh. As for the LUMO energy: 1.04 eV. The value obtained for the relative energy (zero: lowest compared OMol25 entry of this formula, charge and spin) is 2.455 eV.

Positions of all 14 atoms, in Å:
C (1.9923, -0.0618, 0.3974)
O (0.7666, 0.5405, 0.7475)
C (-0.1940, 0.3980, -0.2591)
C (-0.8503, -0.9839, -0.4088)
O (-2.1592, -0.4063, -0.2988)
C (-1.6093, 0.8383, 0.1350)
H (1.8764, -1.1432, 0.2255)
H (2.4207, 0.3883, -0.5122)
H (2.6895, 0.0864, 1.2266)
H (0.1683, 0.8488, -1.1947)
H (-0.6250, -1.6086, 0.4661)
H (-0.7231, -1.5657, -1.3305)
H (-1.6938, 0.9987, 1.2194)
H (-2.0590, 1.6705, -0.4134)

Force components x, y, z for each atom (eV/Å):
0.246 -0.121 -0.056
-0.051 0.057 0.088
-0.075 0.131 -0.166
0.151 -0.378 -0.003
-0.177 -0.292 -0.039
0.175 0.527 0.105
0.000 0.160 0.027
-0.105 -0.037 0.135
-0.171 0.000 -0.133
-0.085 -0.167 0.062
0.021 -0.025 -0.123
-0.011 0.203 0.153
-0.054 -0.074 -0.183
0.135 0.017 0.131

=====

(2)
Density functional theory data (ωB97M-V/def2-TZVPD) for a cluster of 2 separate species, C4H8O2 in total.

The net charge is 0. Its max |F| is 0.52 eV/Å. The gap between HOMO and LUMO is 0.40846 Eh. As for the LUMO energy: 0.95 eV. The value obtained for the relative energy (zero: lowest compared OMol25 entry of this formula, charge and spin) is 0.932 eV.

Positions of all 14 atoms, in Å:
C (2.8125, 0.1632, 0.0422)
C (1.3280, 0.3754, -0.0844)
O (0.7951, 1.4356, -0.3227)
O (0.6486, -0.7623, 0.1306)
H (3.3253, 1.1185, -0.0663)
H (3.1689, -0.5429, -0.7133)
H (3.0266, -0.2693, 1.0235)
H (-0.3054, -0.5426, 0.1425)
C (-2.7388, -0.4080, 0.1133)
C (-2.1154, 0.7087, -0.2562)
H (-3.0356, -0.5876, 1.1441)
H (-2.9844, -1.1837, -0.6082)
H (-1.7975, 0.8730, -1.2825)
H (-1.8729, 1.5016, 0.4460)

Force components x, y, z for each atom (eV/Å):
0.069 0.062 0.012
0.106 0.371 -0.011
0.223 -0.461 0.096
-0.171 0.079 0.097
-0.065 -0.142 -0.010
-0.105 0.087 0.082
-0.005 0.047 -0.128
0.114 -0.062 -0.133
0.062 0.131 -0.052
-0.168 -0.116 0.034
0.020 0.070 -0.150
0.075 0.084 0.106
-0.116 0.000 0.132
-0.040 -0.151 -0.076

=====

(3)
Density functional theory data (ωB97M-V/def2-TZVPD) for an isolated molecule of C4H8O2 in a non-equilibrium geometry.

The net charge is 0. Its max |F| is 3.02 eV/Å. The gap between HOMO and LUMO is 0.36680 Eh. As for the LUMO energy: 0.71 eV. The value obtained for the relative energy (zero: lowest compared OMol25 entry of this formula, charge and spin) is 3.099 eV.

Positions of all 14 atoms, in Å:
C (0.7467, 0.8791, -1.4559)
C (0.7579, -0.2754, -0.4918)
O (1.4196, -1.2886, -0.7216)
C (0.0081, -0.2196, 0.7784)
C (-1.4265, 0.2658, 0.8141)
O (0.1689, -1.6453, 1.3826)
H (0.1845, 0.5966, -2.3446)
H (1.7576, 1.1105, -1.7870)
H (0.3032, 1.7865, -1.0545)
H (0.6733, -0.4242, 1.7282)
H (-1.5200, 1.2474, 0.3345)
H (-1.7792, 0.3692, 1.8440)
H (-2.0971, -0.4301, 0.2890)
H (0.8031, -1.9720, 0.6846)

Force components x, y, z for each atom (eV/Å):
-0.042 0.129 -0.041
0.468 -0.134 -0.004
-0.208 0.606 -0.219
0.434 -1.355 1.389
0.236 0.003 0.117
-0.978 -1.327 -1.259
-0.083 -0.104 -0.049
0.070 -0.157 0.078
-0.056 -0.044 0.158
0.031 2.959 -0.598
0.101 -0.178 0.091
0.075 -0.062 -0.183
0.242 0.069 0.096
-0.288 -0.404 0.422

=====

(4)
Density functional theory data (ωB97M-V/def2-TZVPD) for a cluster of 2 separate species, C4H8O2 in total in a non-equilibrium geometry.

The net charge is 0. Its max |F| is 3.06 eV/Å. The gap between HOMO and LUMO is 0.34056 Eh. As for the LUMO energy: 0.49 eV. The value obtained for the relative energy (zero: lowest compared OMol25 entry of this formula, charge and spin) is 3.626 eV.

Positions of all 14 atoms, in Å:
C (-1.8449, -1.8827, -0.0214)
C (-1.1908, -1.1040, 0.8545)
C (-0.1195, -0.1017, 0.5568)
C (1.0392, -0.6918, 0.2250)
O (-0.3439, 1.1704, 0.8686)
H (-1.8493, -1.4999, -1.0353)
H (-2.0968, -2.9460, -0.0467)
H (-1.6252, -0.8544, 1.8304)
H (2.0026, -0.2145, 0.3472)
H (1.1603, -1.7582, 0.0952)
H (-1.2135, 1.3564, 1.1989)
O (2.3918, 2.8342, -1.4395)
H (1.9684, 3.5435, -1.9469)
H (1.7216, 2.1487, -1.4867)

Force components x, y, z for each atom (eV/Å):
1.138 -0.125 -1.517
-1.433 1.545 0.461
-1.140 -2.803 -0.431
0.819 0.858 0.514
1.536 1.309 -0.122
0.919 -0.339 -0.475
-1.118 0.593 1.241
0.734 -1.371 0.664
-0.064 0.585 -0.352
-0.696 0.084 -0.100
-0.687 -0.306 0.084
-0.357 0.398 -0.390
0.364 -0.048 0.209
-0.016 -0.380 0.213

=====

(5)
Density functional theory data (ωB97M-V/def2-TZVPD) for an isolated molecule of C4H8O2.

The net charge is 0. Its max |F| is 0.40 eV/Å. The gap between HOMO and LUMO is 0.40536 Eh. As for the LUMO energy: 1.00 eV. The value obtained for the relative energy (zero: lowest compared OMol25 entry of this formula, charge and spin) is 2.081 eV.

Positions of all 14 atoms, in Å:
O (-0.3689, -1.4688, 1.2596)
C (-1.1178, -0.3223, 0.9287)
C (-0.9439, 0.1783, -0.5129)
C (0.4825, 0.3236, -0.9958)
C (1.6071, 0.5628, -0.0912)
O (1.4018, -0.7264, -0.6678)
H (0.3987, -1.5114, 0.6674)
H (-2.1748, -0.5777, 1.0699)
H (-0.8967, 0.5004, 1.6302)
H (-1.4749, -0.4844, -1.2068)
H (-1.4186, 1.1664, -0.5932)
H (0.5855, 0.6583, -2.0296)
H (1.4214, 0.6230, 0.9805)
H (2.4986, 1.0784, -0.4389)

Force components x, y, z for each atom (eV/Å):
0.049 -0.156 -0.095
-0.225 0.326 -0.044
0.030 -0.098 -0.014
-0.149 0.154 -0.058
0.134 0.257 0.154
0.051 -0.180 -0.048
-0.088 -0.025 0.075
0.118 0.119 0.022
0.064 -0.144 -0.110
0.097 0.022 0.090
0.025 -0.183 -0.002
-0.009 -0.011 0.183
0.030 -0.046 -0.144
-0.128 -0.034 -0.009

=====

(6)
Density functional theory data (ωB97M-V/def2-TZVPD) for an isolated molecule of C4H8O2.

The net charge is 0. Its max |F| is 0.57 eV/Å. The gap between HOMO and LUMO is 0.39697 Eh. As for the LUMO energy: 0.88 eV. The value obtained for the relative energy (zero: lowest compared OMol25 entry of this formula, charge and spin) is 0.865 eV.

Positions of all 14 atoms, in Å:
C (1.9318, -0.0755, 0.0204)
C (0.6112, 0.3722, -0.5655)
O (0.4290, 1.5211, -0.9340)
C (-0.5374, -0.6067, -0.5394)
C (-1.4205, -0.1688, 0.6466)
O (-2.0678, 1.0461, 0.3913)
H (1.7971, -0.8793, 0.7546)
H (2.5712, -0.4562, -0.7857)
H (2.4296, 0.7814, 0.4800)
H (-1.1326, -0.5320, -1.4541)
H (-0.1974, -1.6387, -0.4113)
H (-0.8026, -0.1031, 1.5583)
H (-2.1956, -0.9199, 0.8257)
H (-1.4160, 1.6593, 0.0133)

Force components x, y, z for each atom (eV/Å):
0.041 0.068 0.038
-0.062 0.297 0.003
0.194 -0.520 0.126
-0.081 -0.023 -0.061
0.087 -0.328 0.091
-0.026 0.292 -0.053
0.021 0.190 -0.181
-0.120 0.026 0.099
-0.015 -0.134 -0.097
0.106 0.045 0.090
-0.008 0.147 0.039
-0.091 -0.062 -0.082
0.099 0.103 -0.031
-0.146 -0.101 0.019

=====

(7)
Density functional theory data (ωB97M-V/def2-TZVPD) for an isolated molecule of C4H8O2 in a non-equilibrium geometry.

The net charge is 0. Its max |F| is 3.76 eV/Å. The gap between HOMO and LUMO is 0.38728 Eh. As for the LUMO energy: 1.00 eV. The value obtained for the relative energy (zero: lowest compared OMol25 entry of this formula, charge and spin) is 3.837 eV.

Positions of all 14 atoms, in Å:
C (1.6733, 0.2286, 0.7504)
O (0.7720, 1.1245, 0.1319)
C (-0.6951, 0.9109, 0.4112)
C (-0.7765, 0.1964, -0.8322)
C (-0.8282, -1.2346, -0.8057)
O (-2.0910, -0.6542, -0.7227)
H (1.1733, -0.6596, 1.1572)
H (2.4479, -0.1209, 0.0479)
H (2.1576, 0.7792, 1.5573)
H (-0.9499, 0.2793, 1.2817)
H (-1.2637, 1.8591, 0.4477)
H (-0.5432, 0.7838, -1.7243)
H (-0.4457, -1.7803, 0.0557)
H (-0.6307, -1.7122, -1.7561)

Force components x, y, z for each atom (eV/Å):
0.034 0.053 0.382
-0.269 1.119 1.414
2.251 0.395 0.042
-3.635 -0.798 -0.554
0.756 -0.917 -0.190
0.427 0.871 -1.040
0.058 0.176 -0.022
-0.398 0.297 0.021
0.206 -0.279 0.211
0.531 0.373 -0.267
0.718 -0.340 -0.004
-0.590 -0.519 0.064
-0.197 -0.069 0.051
0.108 -0.363 -0.109

=====

(8)
Density functional theory data (ωB97M-V/def2-TZVPD) for an isolated molecule of C4H8O2.

The net charge is 0. Its max |F| is 0.33 eV/Å. The gap between HOMO and LUMO is 0.41012 Eh. As for the LUMO energy: 1.06 eV. The value obtained for the relative energy (zero: lowest compared OMol25 entry of this formula, charge and spin) is 2.549 eV.

Positions of all 14 atoms, in Å:
C (0.8138, 1.9155, -1.1300)
O (0.0837, 1.2699, -0.1190)
C (0.4703, -0.0718, 0.0336)
C (-0.4261, -0.7114, 1.0629)
C (-1.3768, -1.7595, 0.6959)
O (-0.1391, -2.0759, 1.3200)
H (1.8926, 1.9282, -0.9066)
H (0.6676, 1.4229, -2.1045)
H (0.4501, 2.9437, -1.1927)
H (1.5187, -0.1499, 0.3694)
H (0.3883, -0.6182, -0.9216)
H (-0.6238, -0.0995, 1.9443)
H (-1.4515, -2.0577, -0.3498)
H (-2.2679, -1.9363, 1.2981)

Force components x, y, z for each atom (eV/Å):
0.145 0.181 -0.222
-0.074 -0.032 0.043
0.041 -0.253 0.023
0.028 0.194 -0.030
-0.297 -0.012 -0.139
0.122 -0.152 0.109
-0.171 -0.011 -0.011
0.019 0.077 0.146
0.067 -0.150 0.005
-0.132 0.080 -0.033
0.029 0.075 0.141
0.037 -0.106 -0.118
0.002 0.058 0.139
0.183 0.051 -0.054

=====

(9)
Density functional theory data (ωB97M-V/def2-TZVPD) for a cluster of 2 separate species, C4H8O2 in total.

The net charge is 0. Its max |F| is 0.99 eV/Å. The gap between HOMO and LUMO is 0.37159 Eh. As for the LUMO energy: 0.83 eV. The value obtained for the relative energy (zero: lowest compared OMol25 entry of this formula, charge and spin) is 4.241 eV.

Positions of all 14 atoms, in Å:
C (1.8454, 0.4414, 0.2021)
C (0.8408, -0.4189, 0.2161)
C (-0.5461, 0.0875, 0.1746)
O (-0.7492, 1.2131, -0.5860)
C (-1.6633, -0.6488, 0.7395)
O (-0.8208, 0.0951, 1.6005)
H (1.6512, 1.5016, 0.0593)
H (2.8674, 0.1040, 0.2912)
H (0.9560, -1.4859, 0.3780)
H (-1.6519, 1.5258, -0.4390)
H (-2.6354, -0.1666, 0.6902)
H (-1.6800, -1.7329, 0.8149)
H (1.1077, -0.1392, -1.9151)
H (0.4781, -0.3763, -2.2264)

Force components x, y, z for each atom (eV/Å):
0.089 -0.121 0.148
0.536 0.052 -0.330
0.281 0.143 0.866
-0.036 0.126 0.449
-0.419 -0.305 -0.062
-0.638 0.618 0.447
0.143 -0.192 -0.044
0.051 0.055 0.135
0.107 0.117 -0.059
0.180 -0.025 -0.064
-0.217 -0.311 -0.426
0.108 0.030 0.168
-0.233 -0.181 -0.634
0.047 -0.007 -0.595

=====

(10)
Density functional theory data (ωB97M-V/def2-TZVPD) for a structure of composition C4H8O2 in a non-equilibrium geometry.

The net charge is 0. Its max |F| is 1.38 eV/Å. The gap between HOMO and LUMO is 0.40715 Eh. As for the LUMO energy: 1.04 eV. The value obtained for the relative energy (zero: lowest compared OMol25 entry of this formula, charge and spin) is 2.704 eV.

Positions of all 14 atoms, in Å:
O (-2.0494, 0.5102, -0.4072)
C (-1.4383, -0.6877, 0.0023)
C (-0.0640, -0.3965, 0.5779)
C (0.8428, -0.2384, -0.6093)
C (1.4950, 0.8825, 0.2325)
O (0.2732, 0.9416, 1.0256)
H (-1.4797, 1.2312, -0.0873)
H (-2.1248, -1.2856, 0.6049)
H (-1.1375, -1.3524, -0.8550)
H (0.2664, -1.1265, 1.3291)
H (1.1142, -1.2156, -1.0286)
H (0.2644, 0.2730, -1.3846)
H (1.6833, 1.8419, -0.2630)
H (2.3543, 0.6224, 0.8628)

Force components x, y, z for each atom (eV/Å):
0.033 0.086 -0.230
-0.043 -0.438 0.066
-0.150 -0.367 -0.195
0.020 0.004 -0.157
0.234 0.038 -0.129
-0.103 -0.029 0.090
-0.222 -0.163 -0.021
0.009 0.266 0.341
-0.820 0.515 0.310
-0.062 0.028 -0.197
1.253 0.550 0.179
0.030 -0.103 0.022
0.003 -0.260 0.029
-0.182 -0.125 -0.108

=====

(11)
Density functional theory data (ωB97M-V/def2-TZVPD) for an isolated molecule of C4H8O2 in a non-equilibrium geometry.

The net charge is 0. Its max |F| is 1.55 eV/Å. The gap between HOMO and LUMO is 0.38961 Eh. As for the LUMO energy: 1.09 eV. The value obtained for the relative energy (zero: lowest compared OMol25 entry of this formula, charge and spin) is 3.041 eV.

Positions of all 14 atoms, in Å:
C (-1.8357, -0.8635, -0.5092)
C (-0.6293, -0.0058, -0.8030)
O (-0.3685, 0.6445, 0.4258)
C (0.7979, 0.3594, 1.0829)
C (2.0123, 0.7833, 0.4545)
O (1.6551, -0.6879, 0.7874)
H (-2.6175, -0.2263, -0.0856)
H (-1.5521, -1.5997, 0.2495)
H (-2.2148, -1.3675, -1.3971)
H (0.2262, -0.6095, -1.1279)
H (-0.8238, 0.7560, -1.5697)
H (0.6677, 0.4663, 2.1593)
H (2.6423, 1.5312, 0.9586)
H (2.0402, 0.8196, -0.6256)

Force components x, y, z for each atom (eV/Å):
-0.161 -0.157 -0.171
-0.139 -0.172 -0.171
-0.657 -0.289 0.331
-0.360 0.935 0.141
0.348 -0.507 -0.092
1.039 1.142 -0.099
0.025 -0.152 -0.122
-0.145 -0.007 -0.174
-0.051 -0.088 -0.014
-0.110 0.094 0.083
-0.011 -0.117 0.174
-0.132 0.334 -0.130
0.599 -1.397 0.248
-0.246 0.382 -0.005

=====

(12)
Density functional theory data (ωB97M-V/def2-TZVPD) for a cluster of 2 separate species, C4H8O2 in total.

The net charge is 0. Its max |F| is 0.68 eV/Å. The gap between HOMO and LUMO is 0.34977 Eh. As for the LUMO energy: 0.10 eV. The value obtained for the relative energy (zero: lowest compared OMol25 entry of this formula, charge and spin) is 3.222 eV.

Positions of all 14 atoms, in Å:
C (-1.0005, -1.3011, 0.1161)
C (0.0009, -0.4290, 0.2568)
C (-0.2396, 1.0377, 0.4061)
O (-1.2385, 1.6109, 0.0324)
O (1.2860, -0.8716, 0.3779)
C (2.3221, -0.0007, -0.0466)
H (-2.0315, -0.9712, 0.1154)
H (-0.7946, -2.3624, 0.0306)
H (0.5697, 1.5995, 0.9129)
H (3.1537, -0.6365, -0.3556)
H (2.0107, 0.6175, -0.8982)
H (2.6579, 0.6503, 0.7703)
H (-3.0250, 0.7075, -0.8166)
H (-3.6713, 0.3492, -0.9013)

Force components x, y, z for each atom (eV/Å):
0.151 0.139 0.048
-0.336 -0.185 -0.079
-0.361 0.245 -0.041
0.572 -0.284 0.242
-0.079 -0.061 0.060
0.231 0.149 -0.082
0.237 0.058 -0.043
0.031 0.115 0.064
-0.092 -0.045 -0.042
-0.093 0.105 0.028
0.060 -0.116 0.097
-0.042 -0.109 -0.135
-0.175 -0.014 -0.043
-0.104 0.004 -0.075